[1]
{"formula": "CH7N3S", "method": "ωB97M-V with the def2-TZVPD basis set", "energy_ha": -604.6279, "total_charge": 0, "smiles": "CN(N)NS", "molar_mass_da": 93.2, "elements": ["C", "N", "N", "N", "S", "H", "H", "H", "H", "H", "H", "H"], "xyz": [[1.37762, -0.91796, 0.27497], [0.41548, 0.13211, -0.35897], [0.58322, 1.47082, 0.26041], [-0.78241, -0.33635, -0.69839], [-2.06868, -0.26266, 0.60356], [1.25777, -1.84706, -0.25118], [2.32900, -0.42450, 0.06205], [1.26215, -1.07158, 1.34627], [0.39931, 2.23242, -0.44124], [-0.27995, 1.47197, 0.81054], [-1.28894, 0.18108, -1.40596], [-3.20459, -0.62827, -0.20206]]}

***

[2]
{"formula": "C4H3NO2", "method": "ωB97M-V with the def2-TZVPD basis set", "energy_ha": -359.1240, "total_charge": 0, "smiles": "O=[N+]([O-])[C@]12[C@@H]3[C@H]1[C@@H]32", "molar_mass_da": 97.1, "elements": ["O", "N", "O", "C", "C", "C", "C", "H", "H", "H"], "xyz": [[3.17330, 1.02946, -0.13337], [2.57060, -0.00123, 0.10799], [3.09770, -1.11885, 0.08276], [1.22176, 0.04600, 0.41822], [-0.09737, -0.09027, -0.82661], [-0.07432, 0.84015, 0.37128], [-0.03611, -0.69888, 0.49346], [0.06930, -0.07114, -1.80097], [-0.63646, 1.52969, 0.81663], [-0.16746, -1.39266, 1.20630]]}

***

[3]
{"formula": "C28H31NO4", "method": "ωB97M-V with the def2-TZVPD basis set", "energy_ha": -1441.1481, "total_charge": 0, "molar_mass_da": 445.6, "elements": ["C", "O", "C", "C", "C", "C", "C", "C", "C", "C", "C", "O", "C", "C", "C", "C", "C", "H", "H", "H", "H", "H", "H", "H", "H", "H", "H", "H", "H", "H", "H", "H", "C", "C", "N", "C", "C", "C", "C", "C", "C", "C", "C", "C", "C", "C", "O", "O", "H", "H", "H", "H", "H", "H", "H", "H", "H", "H", "H", "H", "H", "H", "H", "H"], "xyz": [[3.25374, 1.03653, 6.08191], [2.19934, 1.64623, 5.30960], [1.65855, 0.94658, 4.28702], [0.77373, 1.64540, 3.42494], [0.26270, 1.03004, 2.31106], [0.61540, -0.31719, 1.98017], [0.11303, -0.93865, 0.80295], [0.73999, -2.01246, 0.12204], [-0.00568, -2.83740, -0.77449], [0.49175, -4.01636, -1.25725], [1.81462, -4.41964, -0.92582], [2.20539, -5.65040, -1.33311], [3.49280, -6.12000, -0.89403], [2.64888, -3.52583, -0.19748], [2.11920, -2.35250, 0.29636], [1.45927, -1.01323, 2.90165], [1.97845, -0.40403, 4.02312], [3.52443, 1.80556, 6.80751], [2.90112, 0.13710, 6.60805], [4.12355, 0.80260, 5.44460], [0.52267, 2.66947, 3.69071], [-0.39715, 1.58768, 1.65087], [-0.92168, -0.71808, 0.51396], [-0.99994, -2.51499, -1.07395], [-0.10793, -4.68363, -1.88079], [3.57469, -7.10673, -1.34388], [4.30001, -5.47116, -1.26070], [3.52544, -6.20787, 0.20176], [3.70022, -3.77803, -0.00793], [2.77088, -1.66685, 0.84644], [1.68714, -2.06479, 2.71535], [2.61482, -0.97644, 4.69680], [-1.13993, 4.25163, -0.28918], [-1.02577, 3.50530, -1.61521], [0.15165, 2.61957, -1.71299], [1.38760, 3.23236, -2.19238], [1.32843, 3.64395, -3.64707], [0.17304, 1.32631, -1.23993], [-1.12935, 0.80967, -0.79880], [-1.81991, -0.02798, -1.71887], [-3.30845, -0.18043, -1.52216], [-4.11284, 0.94573, -1.31442], [-5.50675, 0.83750, -1.39790], [-6.10318, -0.41642, -1.56568], [-5.30169, -1.55655, -1.70715], [-3.90944, -1.44188, -1.71164], [-1.26053, -0.61676, -2.66666], [1.23909, 0.69250, -1.20211], [-1.91673, 5.01518, -0.38592], [-1.41223, 3.56752, 0.52271], [-0.19789, 4.75005, -0.03117], [-1.90773, 2.87318, -1.77201], [-0.97144, 4.22029, -2.44276], [1.58960, 4.11770, -1.57150], [2.19051, 2.50393, -2.04354], [2.31012, 4.00547, -3.95633], [1.06653, 2.79486, -4.28496], [0.60459, 4.44501, -3.80520], [-1.69328, 1.30087, -0.00674], [-3.62183, 1.90405, -1.13317], [-6.11202, 1.73719, -1.29945], [-7.19112, -0.51071, -1.56354], [-5.76153, -2.54525, -1.80299], [-3.27695, -2.31478, -1.88873]]}

***

[4]
{"formula": "C8H14N2O2PS2Sn", "method": "ωB97M-V with the def2-TZVPD basis set", "energy_ha": -1925.1322, "total_charge": 1, "molar_mass_da": 384.0, "elements": ["Sn", "S", "C", "C", "C", "C", "C", "C", "S", "H", "H", "H", "H", "N", "C", "P", "O", "O", "C", "N", "H", "H", "H", "H", "H", "H", "H", "H", "H", "H"], "xyz": [[0.03152, 2.22862, -1.75381], [-2.24705, 2.63027, -2.20194], [-3.13386, 2.16019, -0.76853], [-4.51262, 2.35812, -0.78994], [-5.26496, 1.99871, 0.30899], [-4.62420, 1.45030, 1.42089], [-3.25020, 1.15467, 1.41196], [-2.52617, 1.53358, 0.29133], [-0.77766, 1.21358, 0.30872], [-5.01523, 2.78559, -1.65401], [-6.36054, 2.18546, 0.32464], [-5.23934, 1.16134, 2.26586], [-2.77137, 0.64269, 2.24241], [0.28291, -1.66790, -0.92025], [1.44227, -2.06830, -0.02312], [2.76241, -0.90909, -0.63744], [2.64757, -0.98374, -2.12125], [2.62679, 0.41265, 0.16764], [4.44241, -1.52048, -0.14874], [4.68223, -0.99592, 1.23355], [-0.42314, -2.38616, -1.03820], [0.72859, -1.48173, -1.87181], [-0.18740, -0.74890, -0.60932], [1.71040, -3.11975, -0.13169], [1.17577, -1.87012, 1.01179], [5.15872, -1.03856, -0.82307], [4.58083, -2.59786, -0.21505], [5.63570, -0.69394, 1.46927], [4.39230, -1.64450, 1.98289], [4.03331, -0.18884, 1.26822]]}

***

[5]
{"formula": "C4H14NO2", "method": "ωB97M-V with the def2-TZVPD basis set", "energy_ha": -365.7390, "total_charge": 1, "molar_mass_da": 108.2, "elements": ["C", "C", "C", "C", "O", "N", "H", "H", "H", "H", "H", "H", "H", "H", "H", "H", "H", "H", "H", "H", "O"], "xyz": [[0.75245, -1.54439, -0.65227], [0.02559, -0.39372, -0.00679], [-0.23454, -0.60937, 1.47413], [-1.64523, -0.09674, 1.87972], [-1.92810, 1.34597, 1.16226], [0.94857, 0.84799, -0.05979], [0.85938, -1.29674, -1.70442], [1.75582, -1.83849, -0.35974], [0.01515, -2.39069, -0.58650], [-0.69209, -0.09552, -0.70372], [0.53381, -0.15462, 1.99438], [-0.30431, -1.66554, 1.83686], [-1.66765, 0.13914, 2.98466], [-2.34188, -0.90419, 1.56106], [-2.70484, 1.44074, 0.67009], [1.18854, 0.83228, -1.10753], [1.85701, 0.46259, 0.31331], [0.46718, 1.52232, 0.51934], [1.72928, 1.24264, -3.21881], [0.46194, 1.91451, -3.29921], [0.92390, 1.24184, -2.69702]]}

***

[6]
{"formula": "C2H3Cl2P", "method": "ωB97M-V with the def2-TZVPD basis set", "energy_ha": -1339.6930, "total_charge": 0, "smiles": "ClC/C=P/Cl", "molar_mass_da": 128.9, "elements": ["Cl", "C", "C", "P", "Cl", "H", "H", "H"], "xyz": [[-2.48443, -0.96019, -0.00490], [-1.02906, 0.37229, 0.05801], [0.39240, -0.03599, -0.00415], [1.90850, 0.79835, -0.00742], [3.35284, -0.76273, -0.04687], [-1.35304, 0.85014, 0.98046], [-1.42073, 0.95114, -0.69731], [0.63353, -1.21300, -0.27782]]}